(1)
The following is a quantum chemistry calculation of a cluster of 2 separate species, C4H13NO3 in total at a distorted geometry, from the OMol25 dataset.

Results
SMILES = N[C@H](CO)CCO.O
Electronic energy = -11990.290 eV
Gap between HOMO and LUMO = 0.358 Eh
Relative energy (zero: lowest compared OMol25 entry of this formula, charge and spin) = 50.3 kcal per mole

Last column: natural (NBO) charge in e.
Geometry (Å):
1 C 0.504 -1.327 1.562  -0.062
2 O 1.815 -0.957 1.981  -0.719
3 C -0.373 -0.166 1.057  -0.093
4 C 0.412 1.134 0.796  -0.440
5 C 0.800 1.302 -0.695  -0.066
6 O 1.091 -0.013 -1.158  -0.743
7 N -1.580 -0.034 1.884  -0.807
8 H 0.532 -2.142 0.830  0.170
9 H 0.109 -1.829 2.452  0.179
10 H 2.262 -0.527 1.242  0.464
11 H -0.733 -0.467 0.080  0.197
12 H 1.293 1.268 1.401  0.211
13 H -0.177 1.974 1.176  0.209
14 H 1.701 1.917 -0.733  0.167
15 H -0.043 1.753 -1.213  0.169
16 H 1.494 0.014 -2.028  0.477
17 H -1.327 -0.183 2.854  0.344
18 H -1.819 0.956 1.946  0.344
19 H -1.538 -0.619 -4.120  0.470
20 H -2.346 -0.001 -5.294  0.471
21 O -2.288 -0.079 -4.340  -0.941

(2)
The following is a quantum chemistry calculation of a cluster of 3 separate species, C4H13NO3 in total at a distorted geometry, from the OMol25 dataset.

Results
SMILES = CNCCC=O.O.O
Electronic energy = -11989.398 eV
Gap between HOMO and LUMO = 0.345 Eh
Relative energy (zero: lowest compared OMol25 entry of this formula, charge and spin) = 70.9 kcal per mole

Last column: natural (NBO) charge in e.
Geometry (Å):
1 C -0.864 -2.193 0.769  -0.410
2 N -0.970 -0.872 0.148  -0.619
3 C -1.599 -0.034 1.099  -0.226
4 C -0.862 0.762 2.251  -0.542
5 C 0.484 1.326 1.738  0.461
6 O 0.991 1.148 0.664  -0.549
7 H -0.218 -2.758 0.051  0.191
8 H -1.805 -2.680 0.921  0.193
9 H -0.357 -2.067 1.788  0.154
10 H 0.006 -0.617 -0.117  0.377
11 H -2.357 -0.699 1.584  0.190
12 H -2.144 0.690 0.493  0.198
13 H -1.433 1.504 2.829  0.248
14 H -0.679 -0.151 3.048  0.230
15 H 1.026 1.959 2.523  0.102
16 H 0.975 0.708 -3.132  0.503
17 H 1.023 1.679 -1.824  0.473
18 O 0.618 1.468 -2.604  -0.988
19 H 1.010 -1.507 -2.486  0.468
20 H 2.323 -1.187 -2.297  0.466
21 O 1.700 -1.108 -3.005  -0.921

(3)
The following is a quantum chemistry calculation of a structure of composition C4H13NO3 at a distorted geometry, from the OMol25 dataset.

Results
Electronic energy = -11988.491 eV
Gap between HOMO and LUMO = 0.298 Eh
Relative energy (zero: lowest compared OMol25 entry of this formula, charge and spin) = 91.8 kcal per mole

Last column: natural (NBO) charge in e.
Geometry (Å):
1 C 1.885 0.745 0.855  0.635
2 C 0.786 -1.343 1.028  -0.475
3 O 2.039 0.826 -0.369  -0.708
4 O 1.056 1.619 1.527  -0.707
5 O 1.437 -1.942 -0.093  -0.767
6 H 0.741 2.252 0.861  0.473
7 H 0.024 0.856 -0.970  0.415
8 H 1.931 -1.233 -0.537  0.471
9 H 2.644 0.339 1.529  0.151
10 H 1.376 -1.449 1.944  0.162
11 H -0.117 -1.942 1.218  0.168
12 C -1.145 -0.723 -1.562  -0.421
13 C -1.824 1.105 -0.066  -0.410
14 N -0.717 0.276 -0.563  -0.606
15 H -0.054 -0.367 0.359  0.373
16 H -1.578 -0.240 -2.441  0.189
17 H -1.889 -1.375 -1.104  0.203
18 H -0.283 -1.335 -1.815  0.243
19 H -2.340 1.617 -0.883  0.193
20 H -1.436 1.850 0.625  0.208
21 H -2.535 0.464 0.456  0.209

(4)
The following is a quantum chemistry calculation of a cluster of 3 separate species, C4H13NO3 in total at a distorted geometry, from the OMol25 dataset.

Results
Total charge = +1
Electronic energy = -11980.789 eV
Gap between HOMO and LUMO (alpha / beta) = 0.284 / 0.148 Eh
<S²> = 0.757
Relative energy (zero: lowest compared OMol25 entry of this formula, charge and spin) = 65.4 kcal per mole
Spin multiplicity = 2

Last column: Löwdin spin population.
Geometry (Å):
1 C -1.644 -0.156 -1.701  0.006
2 C -0.691 0.143 -0.555  0.011
3 C -1.519 0.678 0.664  0.090
4 C -1.270 -0.098 1.931  0.126
5 O -2.112 -0.696 2.537  0.680
6 N 0.374 1.106 -0.868  0.012
7 H -1.953 0.729 -2.274  0.000
8 H -2.522 -0.656 -1.328  0.000
9 H -1.342 -0.760 -2.558  0.002
10 H -0.189 -0.746 -0.188  0.002
11 H -2.576 0.593 0.366  -0.001
12 H -1.373 1.765 0.835  0.002
13 H -0.263 -0.224 2.346  0.066
14 H 0.680 0.859 -1.806  0.002
15 H -0.023 2.058 -0.890  0.000
16 H 2.955 -2.613 1.026  0.000
17 H 2.618 -1.413 0.111  0.000
18 O 2.563 -2.374 0.186  0.001
19 H 2.116 0.291 0.416  0.000
20 H 3.163 1.223 0.963  0.000
21 O 3.010 0.290 0.787  0.001